# 1
The following is a quantum chemistry calculation of a molecular structure, C2F3NO5PbS2 at a distorted geometry, from the Open Molecules 2025 dataset.

XYZ file:
```
14
Properties=species:S:1:pos:R:3:forces:R:3:lowdin_charge:R:1
Pb 1.27210 1.53002 -1.69818 1.59 0.43 -3.93 0.95
N -0.11561 -0.13000 1.15738 0.06 -0.29 -0.82 -0.55
S 1.59179 0.07380 1.14702 -0.42 0.23 -0.34 0.69
O 1.80003 1.45929 0.28357 0.29 -0.13 2.68 -1.00
S -0.76263 -0.64003 -0.18126 -1.07 0.86 0.39 0.54
O -0.09342 -0.14488 -1.43639 -1.50 -1.77 1.12 -0.63
O -2.21943 -0.49259 -0.15966 1.77 -0.32 -0.14 -0.32
C -0.54214 -2.49726 -0.36144 -0.03 1.10 0.05 -0.71
F 0.72827 -2.82069 -0.54899 0.35 -0.20 -0.06 0.13
F -0.97760 -3.09018 0.74219 -0.12 -0.29 0.30 0.13
F -1.25335 -2.93725 -1.39218 -0.18 -0.27 -0.33 0.13
O -0.17182 3.09321 -0.28030 0.45 0.63 1.56 -0.04
C 0.30636 3.15704 0.80248 -2.02 0.40 -0.05 -0.49
O 0.43746 3.43951 1.92574 0.82 -0.37 -0.43 0.18
```
Positions in Å, forces in eV/Å.

The value obtained for the maximum force is 4.3 eV/Å. Its expectation value of S² is 0.7526. The calculation puts the total energy at -1796.026466 Ha. The value obtained for the energy above the lowest of the compared OMol25 structures with the same formula, charge and spin is 28.3 kJ/mol. The calculation puts the HOMO-LUMO gap (spin up / spin down) at 4.66 / 7.30 eV. The charge is -1. The spin multiplicity is 2.

# 2
The following is a quantum chemistry calculation of a molecular structure, C2F3NO5PbS2 at a distorted geometry, from the Open Molecules 2025 dataset.

XYZ file:
```
14
Properties=species:S:1:pos:R:3:forces:R:3:lowdin_charge:R:1
O 3.09451 -2.35591 0.69421 0.16 0.12 0.39 -0.23
C 2.27253 -1.75899 1.39998 -0.04 0.79 1.12 -0.59
O 2.24163 -1.19044 2.45134 -0.88 -0.90 -1.94 0.13
Pb 1.95277 -3.02886 -1.12491 -0.09 -0.66 -1.34 0.96
N -0.57569 0.32922 0.60345 -0.07 -0.63 -0.58 -0.55
S -0.78817 -1.26568 0.69677 -1.03 0.87 -0.21 0.75
O -1.67922 -1.77054 -0.39792 1.63 0.06 0.73 -0.54
O 0.83281 -1.92598 0.36734 0.10 0.76 1.21 -0.76
S -0.36128 1.00264 -0.89692 1.49 0.59 0.74 0.85
O 0.88255 1.85836 -0.85501 -1.33 -0.83 -0.24 -0.53
C -1.71524 2.28796 -0.74401 0.69 -0.68 0.32 -0.79
F -2.89817 1.69527 -0.61395 -0.47 -0.05 0.00 0.10
F -1.53038 3.10827 0.28148 -0.05 0.23 0.20 0.12
F -1.72865 3.01468 -1.86186 -0.12 0.33 -0.40 0.09
```
Positions in Å, forces in eV/Å.

The value obtained for the maximum force is 2.3 eV/Å. Its expectation value of S² is 0.7528. The calculation puts the total energy at -1796.022369 Ha. The value obtained for the energy above the lowest of the compared OMol25 structures with the same formula, charge and spin is 39.0 kJ/mol. The calculation puts the HOMO-LUMO gap (spin up / spin down) at 6.02 / 7.73 eV. The charge is -1. The spin multiplicity is 2.

# 3
The following is a quantum chemistry calculation of a molecular structure, C2F3NO5S2Tb at a distorted geometry, from the Open Molecules 2025 dataset.

XYZ file:
```
14
Properties=species:S:1:pos:R:3:forces:R:3:lowdin_charge:R:1
O -1.63350 -4.33344 -0.47147 -0.40 0.94 1.21 0.02
C -1.11645 -4.13557 -1.50269 0.78 -1.41 -2.07 -0.36
O -0.65163 -4.20565 -2.55870 -0.42 0.87 1.27 0.28
Tb -2.26305 -2.94600 1.85022 2.74 2.63 -1.70 1.68
N -0.48008 1.06585 -0.09133 -0.19 -1.35 0.05 -0.55
S -0.35027 -0.57280 -0.32061 2.29 1.63 -1.11 0.54
O 1.09811 -0.89915 -0.63639 -2.09 -0.17 0.48 -0.55
O -0.61500 -1.24018 1.11301 -2.45 -2.76 1.95 -0.85
S 0.47205 1.68393 1.08222 -0.94 0.80 1.01 0.82
O -0.35644 2.53789 2.02752 0.87 -1.02 -1.01 -0.55
C 1.30543 3.01037 0.06027 -0.49 -0.43 0.08 -0.79
F 2.03051 2.46723 -0.91453 0.20 -0.09 -0.22 0.10
F 0.43319 3.85416 -0.48150 -0.13 0.19 -0.12 0.11
F 2.12713 3.71336 0.84396 0.23 0.17 0.20 0.09
```
Positions in Å, forces in eV/Å.

The value obtained for the maximum force is 4.2 eV/Å. Its expectation value of S² is 15.7840. The calculation puts the total energy at -2427.442147 Ha. The calculation puts the HOMO-LUMO gap (spin up / spin down) at 4.63 / 3.28 eV. The spin multiplicity is 8.

# 4
The following is a quantum chemistry calculation of a gas-phase ion, C2F3O2S (charge -1) at a distorted geometry, from the Open Molecules 2025 dataset.

XYZ file:
```
8
Properties=species:S:1:pos:R:3:forces:R:3:lowdin_charge:R:1
C -1.34281 -0.25212 0.11623 -1.01 -0.30 0.29 -0.41
C -0.22248 0.42632 0.19842 0.58 2.81 -1.00 -0.18
O 1.73572 -0.72724 -1.25964 0.03 -0.01 -0.12 -0.54
O 2.53134 0.57391 0.66433 -0.18 0.13 0.03 -0.55
F -1.39189 -1.56694 0.38562 0.07 0.24 -0.13 0.07
F -2.60755 0.15862 -0.14722 0.79 0.04 0.07 0.07
F -0.33655 1.87151 -0.14275 0.08 -2.96 0.74 -0.12
S 1.63423 -0.48405 0.18501 -0.36 0.06 0.13 0.66
```
Positions in Å, forces in eV/Å.

The value obtained for the maximum force is 3.1 eV/Å. The calculation puts the total energy at -924.469081 Ha. The value obtained for the energy above the lowest of the compared OMol25 structures with the same formula, charge and spin is 15.1 kJ/mol. The calculation puts the HOMO-LUMO gap at 8.14 eV. The charge is -1.

# 5
The following is a quantum chemistry calculation of a molecular structure, C2F5GaNO4S2 at a distorted geometry, from the Open Molecules 2025 dataset.

XYZ file:
```
15
Properties=species:S:1:pos:R:3:forces:R:3:lowdin_charge:R:1
Ga 0.49786 2.94310 0.31718 0.05 4.10 0.94 0.65
N -0.55472 0.10141 0.04026 1.28 0.11 -0.56 -0.23
S 1.07758 0.18144 -0.58730 -2.14 -0.73 -4.60 0.90
O 1.02065 -0.44483 -1.90258 0.83 1.26 3.08 -0.18
O 1.36855 1.65455 -0.57336 1.02 -2.75 -0.57 -0.31
C 2.49854 -0.56722 0.39852 -3.09 -4.07 2.50 -0.12
F 2.08300 -0.53862 1.69954 1.44 0.87 -1.82 0.08
F 2.50855 -1.89415 0.08342 0.81 2.79 -0.05 0.11
S -1.36597 1.44584 0.77306 -1.32 0.28 0.78 1.00
O -0.30094 1.93612 1.76275 -0.13 -0.55 -0.39 -0.39
O -1.34398 2.56908 -0.26935 0.33 -0.95 0.40 -0.37
C -1.53560 -0.95852 -0.30198 1.17 -2.27 -1.76 -0.67
F -1.59398 -1.78892 0.74026 -1.11 1.00 0.04 0.19
F -1.16652 -1.74920 -1.32219 0.69 0.68 0.39 0.17
F -2.67026 -0.41937 -0.74211 0.16 0.22 1.62 0.18
```
Positions in Å, forces in eV/Å.

The value obtained for the maximum force is 5.7 eV/Å. The calculation puts the total energy at -3651.974172 Ha. The value obtained for the energy above the lowest of the compared OMol25 structures with the same formula, charge and spin is 0.0 kJ/mol. The calculation puts the HOMO-LUMO gap (spin up / spin down) at 9.51 / 5.82 eV. The charge is +1.

# 6
The following is a quantum chemistry calculation of a molecular structure, C2F6IN at a distorted geometry, from the Open Molecules 2025 dataset.

XYZ file:
```
10
Properties=species:S:1:pos:R:3:forces:R:3:lowdin_charge:R:1
C 1.22592 -0.34080 -0.14703 -3.31 -2.87 0.22 -0.95
C -1.80739 0.78296 -0.09867 0.76 -2.31 -0.86 -0.52
N 2.18620 0.60379 -0.10439 1.68 1.81 -0.21 -0.33
F 0.38719 -0.32446 -1.20777 1.11 0.74 -1.02 0.12
F 1.63383 -1.60033 -0.06058 0.91 -1.54 -0.46 0.03
F 0.35084 -0.27562 0.86911 0.19 1.15 1.52 0.11
F -2.65520 0.43351 -1.04493 -0.74 0.27 0.04 0.15
F -2.31068 0.82044 1.09314 -0.81 0.72 0.73 0.18
F -1.10802 1.80518 -0.45445 0.26 1.60 0.08 0.17
I 3.99580 -0.10798 0.20898 -0.04 0.43 -0.03 1.05
```
Positions in Å, forces in eV/Å.

The value obtained for the maximum force is 4.4 eV/Å. The calculation puts the total energy at -1027.706471 Ha. The calculation puts the HOMO-LUMO gap (spin up / spin down) at 9.79 / 5.76 eV.

Which of these has the lowest maximum force? number 2

maximum force of number 4 (C2F3O2S)? 3.1 eV/Å

What is the formula in the fourth record? C2F3O2S